Entry 1:
The following is a quantum chemistry calculation of one molecule with the formula C9H15PSi at a distorted geometry, from the Open Molecules 2025 dataset.

Each line ends with the Löwdin charge.
Cartesian coordinates (Å):
1 P 1.120 -1.812 2.115  0.977
2 Si -0.881 1.206 0.045  0.568
3 C 0.986 -0.943 -1.224  -0.227
4 C -2.532 1.163 -0.951  -0.199
5 C 0.570 -2.657 0.485  -0.448
6 C 2.039 -2.281 0.619  -0.545
7 C 0.191 2.698 -0.307  -0.182
8 C -1.171 1.494 1.972  -0.183
9 C 2.305 -1.464 -0.652  -0.159
10 C 0.015 -0.429 -0.269  -0.205
11 C -0.123 -1.849 -0.551  -0.252
12 H -1.775 0.811 2.529  0.009
13 H -2.294 1.328 -1.997  0.008
14 H 0.826 -0.536 -2.293  0.167
15 H 2.587 -2.098 -1.535  0.132
16 H -0.944 -2.190 -1.134  0.120
17 H 2.970 -0.662 -0.369  0.100
18 H 0.265 -3.717 0.611  0.100
19 H 2.686 -3.058 0.833  0.060
20 H 0.700 3.087 0.627  0.062
21 H -3.010 0.171 -0.593  0.056
22 H -0.432 3.406 -0.862  0.033
23 H -0.159 1.494 2.416  0.024
24 H -1.576 2.383 2.212  -0.033
25 H 0.859 2.435 -1.045  -0.019
26 H -3.220 2.020 -0.682  0.037

Atoms 1-3, force components in eV/Å:
P -0.8 0.9 -1.1
Si -0.8 -0.2 1.8
C -1.3 0.0 0.0

Output
**Calculated total energy**: -26738.04376 eV
**M**: 182.28 u
**ΔE to the lowest compared entry with this formula, charge and spin**: 2.391 eV


Entry 2:
The following is a quantum chemistry calculation of C9H16BaOP as an isolated structure at a distorted geometry, from the Open Molecules 2025 dataset.

Each line ends with the Löwdin charge.
Cartesian coordinates (Å):
1 Ba 0.771 0.375 1.236  0.640
2 P -0.780 3.095 0.362  0.450
3 O -0.293 -1.255 2.611  -0.586
4 C 0.477 -0.243 -2.435  -0.261
5 C -0.530 -0.559 3.881  -0.286
6 C 1.485 -1.127 -1.914  -0.296
7 C -0.477 -1.654 4.941  -0.184
8 C 0.864 -2.365 -1.629  -0.243
9 C -0.753 -0.941 -2.436  -0.223
10 C -0.527 -2.250 -1.922  -0.212
11 C -0.369 -2.732 2.759  -0.165
12 C -0.758 -2.983 4.213  -0.172
13 H 0.235 4.016 0.822  -0.172
14 H -1.174 -1.489 5.765  0.108
15 H 1.367 -3.274 -1.292  0.061
16 H -1.322 3.984 -0.628  -0.188
17 H 0.263 0.197 4.042  0.031
18 H 0.532 -1.666 5.373  0.104
19 H 0.630 -3.121 2.530  0.107
20 H 2.558 -0.930 -1.918  0.055
21 H -1.515 -0.077 3.854  0.095
22 H -1.277 -3.018 -1.758  0.055
23 H -1.819 -3.241 4.286  0.106
24 H -1.711 -0.551 -2.779  0.060
25 H -1.754 3.421 1.376  -0.171
26 H -0.204 -3.818 4.660  0.110
27 H 0.662 0.745 -2.855  0.057
28 H -1.094 -3.127 2.035  0.121

Atoms 1-3, force components in eV/Å:
Ba 0.9 0.2 -1.7
P -0.4 1.1 0.3
O -0.7 -1.5 1.2

Output
**Total charge**: -1
**Calculated total energy**: -21618.52157 eV
**M**: 308.53 u
**ΔE to the lowest compared entry with this formula, charge and spin**: 0.000 eV


Entry 3:
The following is a quantum chemistry calculation of a 2-piece molecular cluster, C9H16Cl2FNO7S3 overall at a distorted geometry, from the Open Molecules 2025 dataset.

Each line ends with the Löwdin charge.
Cartesian coordinates (Å):
1 Cl -3.319 -3.266 2.593  0.532
2 Cl -5.537 -3.843 0.791  0.510
3 S -5.063 -0.688 0.834  0.560
4 S 0.596 -0.813 -1.689  0.942
5 S 0.911 3.280 -1.825  0.925
6 F 0.567 -2.003 -0.455  -0.230
7 O 1.161 1.663 -2.413  -0.220
8 O -0.884 -0.715 -2.229  -0.314
9 O -0.277 4.092 -2.465  -0.309
10 O 2.106 4.253 -1.972  -0.283
11 O 1.478 -1.327 -2.852  -0.299
12 O 0.259 3.011 -0.235  -0.190
13 O 4.465 0.708 2.101  -0.055
14 N 6.116 0.512 0.257  0.042
15 C -0.957 0.855 0.848  -0.087
16 C 4.718 0.353 0.823  -0.297
17 C -3.235 -0.615 0.290  -0.537
18 C -4.372 -4.524 1.933  -0.980
19 C 3.405 -0.195 -0.055  -0.104
20 C 1.097 0.900 -1.122  -0.396
21 C -2.603 0.884 0.596  -0.225
22 C 2.602 1.170 -0.527  -0.102
23 C -0.190 1.614 -0.385  -0.282
24 H 6.689 -0.228 0.747  0.098
25 H -0.963 1.718 -1.287  0.154
26 H -3.191 -0.846 -0.856  0.084
27 H -2.916 1.582 -0.306  0.129
28 H -0.674 -0.277 0.978  0.115
29 H 2.582 1.882 0.431  0.157
30 H -3.758 -5.266 1.416  0.032
31 H 3.319 1.701 -1.319  0.159
32 H -2.687 -1.408 0.964  0.011
33 H -5.680 -1.612 -0.027  -0.181
34 H -3.177 1.277 1.563  0.112
35 H 6.511 1.419 0.638  0.099
36 H 2.706 -0.901 0.596  0.131
37 H -4.914 -5.000 2.753  0.032
38 H -0.759 1.444 1.839  0.134
39 H 3.867 -0.789 -0.968  0.133

Atoms 1-3, force components in eV/Å:
Cl 0.1 -0.3 0.3
Cl -0.1 -1.0 0.1
S 0.5 0.3 -0.9

Output
**SMILES**: NC(=O)CC[C@]1(S(=O)(=O)F)OS(=O)(=O)O[C@@H]1CCCS.ClCCl
**Calculated total energy**: -85672.27555 eV
**M**: 436.33 u


Entry 4:
The following is a quantum chemistry calculation of C9H16Cl3NaO21 as an isolated structure, from the Open Molecules 2025 dataset.

Each line ends with the Löwdin charge.
Cartesian coordinates (Å):
1 Cl -1.352 -1.849 -2.137  0.660
2 Cl 3.591 -3.547 0.284  0.637
3 Cl 0.847 0.849 3.730  0.642
4 Na 1.213 -1.237 0.399  0.415
5 O -2.888 -2.721 1.350  0.062
6 O -2.830 2.486 -1.240  0.001
7 O 1.499 0.372 4.920  -0.368
8 O -0.584 0.810 3.900  -0.365
9 O -1.185 -1.531 -3.532  -0.358
10 O 2.850 0.734 -2.944  0.021
11 O -0.735 -3.107 -1.831  -0.323
12 O -2.006 -0.675 1.481  0.060
13 O -0.757 2.819 -0.755  0.009
14 O 2.379 0.482 -0.748  0.094
15 O -0.720 -0.795 -1.355  -0.369
16 O 1.267 2.208 3.448  -0.385
17 O 4.964 -3.917 0.027  -0.376
18 O -0.661 -2.449 1.627  0.175
19 O 3.517 -2.794 1.521  -0.360
20 O 2.765 -4.718 0.380  -0.350
21 O 1.237 0.004 2.620  -0.369
22 O -2.768 -1.883 -1.825  -0.360
23 O -2.282 2.792 0.916  0.146
24 O 4.459 0.767 -1.500  0.018
25 O 3.115 -2.695 -0.792  -0.373
26 C 1.463 0.489 -3.277  0.001
27 C -3.995 -1.809 1.481  -0.102
28 C -3.359 -0.469 1.121  -0.135
29 C -1.749 -2.004 1.478  -0.563
30 C -4.187 2.495 -0.878  -0.075
31 C 3.151 0.625 -1.663  -0.605
32 C 0.373 2.755 0.132  -0.007
33 C 4.892 0.476 -0.175  -0.025
34 C -1.965 2.710 -0.230  -0.617
35 H -3.415 -0.274 0.053  0.105
36 H 0.891 1.400 -3.093  0.101
37 H 0.264 3.421 0.986  0.095
38 H -3.820 0.335 1.694  0.130
39 H -4.470 1.684 -0.200  0.073
40 H -4.395 -1.871 2.494  0.123
41 H 4.483 1.193 0.536  0.102
42 H 1.212 3.115 -0.462  0.091
43 H 4.622 -0.538 0.127  0.088
44 H 0.586 1.738 0.441  0.080
45 H 1.049 -0.281 -2.639  0.059
46 H 1.438 0.210 -4.321  0.094
47 H -4.772 2.372 -1.786  0.091
48 H -4.457 3.428 -0.371  0.095
49 H -4.754 -2.141 0.771  0.127
50 H 5.979 0.536 -0.163  0.091

Atoms 1-3, force components in eV/Å:
Cl -0.2 0.1 -0.2
Cl 0.3 -0.2 0.5
Cl 0.0 0.1 -0.1

Output
**Total charge**: -2
**Calculated total energy**: -94557.54058 eV
**M**: 589.56 u
**ΔE to the lowest compared entry with this formula, charge and spin**: 0.000 eV


Entry 5:
The following is a quantum chemistry calculation of an isolated ion of composition C9H16ClN2 and charge +1, from the Open Molecules 2025 dataset.

Each line ends with the Löwdin charge.
Cartesian coordinates (Å):
1 Cl -1.117 -0.818 -2.426  0.717
2 N 2.345 -1.016 0.234  0.171
3 N 0.213 -1.080 -0.131  0.012
4 C -1.101 -0.686 -0.643  -0.605
5 C -3.217 -0.496 0.678  -0.069
6 C 0.547 -2.179 0.675  0.010
7 C 0.508 2.892 0.138  -0.082
8 C 1.332 -0.391 -0.370  -0.232
9 C -2.265 -1.469 -0.036  -0.240
10 C 1.766 2.049 -0.112  -0.204
11 C 1.515 0.879 -1.115  -0.089
12 C 1.859 -2.133 0.892  -0.012
13 H 0.630 1.104 -1.685  0.077
14 H -0.006 2.532 1.022  0.073
15 H -2.636 0.116 1.360  0.078
16 H 2.605 2.645 -0.444  0.110
17 H 2.355 0.760 -1.786  0.133
18 H -0.155 -2.895 1.038  0.127
19 H 3.303 -0.712 0.209  0.187
20 H -0.187 2.860 -0.693  0.073
21 H 2.450 -2.805 1.475  0.136
22 H -1.940 -2.235 0.653  0.089
23 H -3.992 -1.028 1.209  0.083
24 H -3.639 0.164 -0.071  0.085
25 H -1.226 0.365 -0.426  0.097
26 H 2.053 1.623 0.844  0.101
27 H -2.802 -1.958 -0.836  0.097
28 H 0.801 3.911 0.348  0.078

Atoms 1-3, force components in eV/Å:
Cl 0.1 -0.1 0.0
N -0.6 -0.5 0.2
N 0.5 -0.2 0.4

Output
**Total charge**: +1
**SMILES**: CCCc1[nH]cc[n+]1[C@@H](Cl)CC
**Calculated total energy**: -25089.41355 eV
**M**: 187.69 u
**ΔE to the lowest compared entry with this formula, charge and spin**: 0.000 eV


Entry 6:
The following is a quantum chemistry calculation of one molecule with the formula C9H16ClNO at a distorted geometry, from the Open Molecules 2025 dataset.

Each line ends with the Löwdin charge.
Cartesian coordinates (Å):
1 Cl -4.535 1.130 0.090  0.653
2 O -1.253 -0.390 1.672  -0.065
3 N -1.213 -0.199 0.422  -0.221
4 C -3.703 -0.385 0.402  -0.726
5 C -2.325 -0.263 -0.281  -0.089
6 C 3.013 0.676 0.402  -0.198
7 C 0.660 1.509 0.651  -0.168
8 C 2.561 -0.588 -0.292  -0.198
9 C 1.141 -0.799 0.283  -0.164
10 C 0.122 0.273 -0.109  -0.196
11 C -4.461 -1.491 -0.249  -0.130
12 C 2.000 1.907 0.145  -0.147
13 H 1.140 -0.763 1.320  0.087
14 H -2.502 -0.219 -1.393  0.146
15 H -3.459 -0.625 1.391  0.082
16 H 3.079 0.375 1.547  0.151
17 H -5.238 -1.829 0.303  0.047
18 H -4.864 -1.196 -1.276  0.110
19 H 0.714 1.270 1.656  0.090
20 H 2.295 2.742 0.624  0.061
21 H 3.348 -1.274 0.063  0.111
22 H 4.079 0.838 0.232  0.091
23 H 2.448 -0.619 -1.444  0.142
24 H -0.181 2.224 0.630  0.134
25 H 0.837 -1.761 0.011  0.099
26 H -0.137 0.359 -1.112  0.125
27 H 1.890 2.099 -0.985  0.144
28 H -3.858 -2.207 -0.553  0.027

Atoms 1-3, force components in eV/Å:
Cl -0.3 0.8 0.6
O 0.2 -0.1 0.7
N -1.2 0.8 -0.1

Output
**SMILES**: C[C@H](Cl)/C=[N+](\[O-])C1CCCCC1
**Calculated total energy**: -25648.74019 eV
**M**: 189.69 u
**ΔE to the lowest compared entry with this formula, charge and spin**: 1.764 eV